Computed, not measured: a structure of composition C32H35CrF6GeIN7OSSb, with ωB97M-V/def2-TZVPD.

The geometry in ORCA input format:
```
! wB97M-V def2-TZVPD RIJCOSX def2/J DEFGRID3
* xyz -1 6
Cr 0.25 -0.42 1.09
S 0.07 1.79 2.18
C -0.90 2.46 0.99
N -1.50 3.63 1.23
N -2.17 4.27 0.29
C -1.86 4.54 -1.07
C -0.59 4.37 -1.61
C -0.36 4.76 -2.92
C -1.38 5.30 -3.70
C -2.64 5.47 -3.14
C -2.88 5.10 -1.83
N -1.14 1.85 -0.25
N -0.76 0.67 -0.40
C -1.07 0.17 -1.72
C -2.15 0.68 -2.43
C -2.45 0.15 -3.67
C -1.68 -0.89 -4.20
C -0.60 -1.38 -3.48
C -0.29 -0.85 -2.24
H -2.80 4.94 0.70
H 0.21 3.96 -1.02
H 0.63 4.62 -3.34
H -1.19 5.59 -4.72
H -3.44 5.90 -3.73
H -3.86 5.23 -1.40
H -2.76 1.45 -2.00
H -3.30 0.53 -4.23
H -1.93 -1.31 -5.16
H 0.00 -2.18 -3.88
H 0.56 -1.21 -1.68
I -2.92 -2.05 0.12
C -1.59 -3.35 -0.84
C -2.21 -4.24 -1.67
C -1.48 -5.26 -2.30
C -0.15 -5.38 -2.03
C 0.51 -4.47 -1.17
C 1.88 -4.68 -0.91
C 2.56 -3.84 -0.09
C 1.90 -2.71 0.44
C 0.57 -2.39 0.22
C -0.18 -3.36 -0.56
H -3.27 -4.17 -1.84
H -1.98 -5.95 -2.97
H 0.44 -6.18 -2.47
H 2.37 -5.54 -1.37
H 3.60 -4.00 0.15
H 2.51 -2.07 1.06
C -3.69 0.59 4.72
N -2.62 -0.35 4.41
C -2.03 -1.10 5.39
C -1.04 -1.95 5.10
C -0.62 -2.04 3.74
N -1.09 -1.20 2.81
C -2.12 -0.35 3.11
O -2.62 0.42 2.29
N 0.22 -2.99 3.38
H -4.13 0.30 5.67
H -4.44 0.56 3.94
H -3.30 1.60 4.79
H -2.41 -0.96 6.39
H -0.54 -2.54 5.86
H 0.91 -3.32 4.06
H 0.57 -2.94 2.43
C 1.69 1.80 -3.05
Ge 2.70 1.43 -1.40
C 4.24 0.37 -2.01
C 3.40 3.17 -0.80
C 1.99 0.53 0.19
H 2.29 2.51 -3.63
H 0.70 2.24 -2.89
H 1.57 0.90 -3.64
H 4.86 0.93 -2.71
H 3.90 -0.54 -2.51
H 4.85 0.07 -1.16
H 3.97 3.66 -1.59
H 4.06 3.01 0.05
H 2.61 3.85 -0.48
H 2.32 1.19 0.99
H 2.62 -0.35 0.31
F 1.49 -0.77 2.48
Sb 3.06 -1.23 4.31
F 3.44 0.66 4.06
F 4.49 -1.61 2.94
F 4.25 -1.28 5.80
F 2.43 -3.17 4.85
F 1.50 -0.65 5.38
*
```

Properties
E_LUMO (alpha / beta) in eV: 0.720 / -0.295
Energy relative to the best compared isomer or geometry (same formula, charge and spin) in kJ/mol: 284.8
Highest occupied orbital energy (alpha / beta) in eV: -4.1 / -5.6
Electronic energy in eV: -172949.614
Frontier orbital gap (alpha / beta) in eV: 4.87 / 5.34